{
  "formula": "C24H44ClN8",
  "method": "ωB97M-V with the def2-TZVPD basis set",
  "e_lumo_ev": -6.74,
  "total_charge": 3,
  "symbols": ["C", "C", "N", "C", "C", "N", "C", "C", "H", "H", "H", "H", "H", "H", "H", "H", "H", "H", "H", "C", "C", "N", "C", "C", "N", "C", "C", "H", "H", "H", "H", "H", "H", "H", "H", "H", "H", "H", "C", "C", "N", "C", "C", "N", "C", "C", "H", "H", "H", "H", "H", "H", "H", "H", "H", "H", "H", "C", "C", "N", "C", "C", "N", "C", "C", "H", "H", "H", "H", "H", "H", "H", "H", "H", "H", "H", "Cl"],
  "coordinates": [[0.393172, -5.967974, 2.540766], [0.013342, -4.930484, 3.604506], [0.294962, -3.515544, 3.256156], [0.117312, -2.950214, 2.048826], [0.322612, -1.620534, 2.104306], [0.816502, -1.390034, 3.396056], [0.576082, -2.492544, 4.150546], [1.276622, -0.077434, 3.894226], [1.396782, -5.783264, 2.157636], [-0.262748, -5.832554, 1.680816], [0.321582, -7.006224, 2.864826], [0.715512, -5.143184, 4.410616], [-1.035708, -4.981104, 3.896116], [-0.193238, -3.508544, 1.178056], [0.164772, -0.887164, 1.327356], [0.806522, -2.715824, 5.181786], [1.515392, 0.597356, 3.072186], [2.185512, -0.246284, 4.471726], [0.499572, 0.362586, 4.519256], [-3.933518, 1.958886, -0.441534], [-3.361278, 1.139646, -1.515714], [-2.139038, 1.687736, -2.107164], [-0.825218, 1.535676, -1.594824], [-0.021558, 2.441936, -2.259814], [-0.799398, 3.106116, -3.188494], [-2.089848, 2.731036, -3.017174], [-0.307928, 3.963316, -4.203664], [-3.825408, 3.043516, -0.439654], [-3.476598, 1.687856, 0.510236], [-4.971798, 1.654876, -0.308704], [-4.091198, 1.058946, -2.321194], [-3.267458, 0.100856, -1.199144], [-0.561638, 0.891806, -0.768774], [1.054642, 2.418236, -2.172444], [-2.989018, 3.110696, -3.479494], [-0.544528, 4.949606, -3.804484], [-1.120778, 3.979556, -4.929684], [0.735562, 3.925486, -4.516384], [0.364242, 2.174776, 2.273116], [-0.237658, 2.017366, 0.913216], [-0.509458, 3.377446, 0.252766], [0.457472, 4.333106, -0.156704], [-0.102028, 5.546496, -0.508104], [-1.465248, 5.425686, -0.192594], [-1.672118, 4.134296, 0.224506], [-2.385338, 6.589106, -0.066294], [-0.155528, 2.555536, 3.152306], [1.265282, 2.788146, 2.273726], [0.672392, 1.214546, 2.686756], [-1.173978, 1.459946, 0.886906], [0.360652, 1.450776, 0.199716], [1.444052, 3.899486, -0.227714], [0.415262, 6.380656, -0.958644], [-2.621878, 3.890786, 0.677326], [-3.200508, 6.344746, 0.614796], [-2.882488, 7.113756, -0.882194], [-1.780478, 7.329676, 0.456956], [2.361622, -2.214124, 1.153196], [1.552952, -2.089994, -0.204154], [1.882612, -3.003434, -1.180454], [3.178652, -3.146044, -1.645264], [3.284432, -3.957474, -2.755044], [1.968342, -4.495804, -2.930054], [1.168252, -3.868954, -1.998254], [1.594942, -5.343024, -4.099624], [3.409112, -2.081764, 0.882386], [2.159042, -3.172864, 1.630566], [2.026172, -1.399424, 1.794946], [1.647822, -1.080074, -0.603114], [0.482462, -2.203444, -0.033054], [3.977942, -2.657134, -1.108134], [4.125282, -4.261144, -3.360974], [0.098762, -3.734924, -1.930364], [1.838662, -6.395474, -3.954534], [2.062262, -5.029174, -5.033014], [0.526612, -5.187714, -4.250114], [0.472882, -0.001154, 0.007586]],
  "atomic_forces_ev_per_a": [[-0.412, 1.170, -1.042], [0.933, -0.537, 0.587], [-0.237, 1.239, 1.834], [-2.169, -0.214, -0.618], [-1.657, -1.382, 3.710], [-2.554, 0.095, 0.726], [1.509, -1.892, -2.344], [0.641, -1.447, 1.138], [0.195, -0.093, 0.254], [-0.146, -0.328, -0.117], [-0.101, 0.304, 0.331], [-0.601, 0.112, 0.559], [0.194, -0.224, 0.164], [-0.056, -0.210, 0.417], [0.043, -0.483, 1.571], [0.072, 0.457, 0.020], [1.253, -1.756, 0.899], [-0.109, 0.045, 0.161], [0.148, 0.086, -0.022], [-0.522, 0.152, 2.406], [-0.463, -0.294, -1.901], [2.487, 2.144, -0.256], [-2.520, 2.302, -3.120], [-1.180, -2.399, -0.163], [-0.538, -2.195, 1.854], [0.619, -1.942, 0.999], [-2.015, 2.802, -0.316], [-0.460, -0.250, -1.016], [0.157, -0.122, 0.232], [-0.124, 0.373, -0.074], [0.099, 0.166, -0.280], [0.711, 0.118, 0.021], [-1.677, 0.172, -1.772], [-0.081, 0.621, -0.442], [0.324, 0.102, -0.405], [0.951, 0.598, 0.071], [0.920, -0.528, -1.077], [-0.428, -0.671, 0.039], [0.645, 0.232, 0.642], [-1.913, 5.322, 0.996], [-2.310, 5.149, 0.967], [-0.309, -1.321, -0.195], [-0.017, -2.286, 0.968], [0.799, -1.249, -0.785], [1.133, 0.617, 0.681], [-0.053, 0.308, 1.546], [-1.050, 0.383, -0.528], [0.233, 0.002, -0.383], [-1.553, 1.599, -1.863], [-0.198, 0.568, 0.334], [0.562, 3.902, 1.362], [0.256, 0.747, -0.144], [-0.427, 0.207, 0.239], [0.317, -0.280, -0.074], [0.169, -0.333, 0.069], [0.674, -0.858, -0.890], [-0.148, 0.107, -0.037], [1.179, 0.217, -2.666], [0.391, -0.759, 1.985], [2.571, -5.440, -5.028], [1.280, 0.103, -0.517], [-2.398, -0.229, 1.815], [0.862, 2.255, 0.865], [0.729, 1.262, 0.380], [-0.895, 0.295, 0.210], [0.217, -0.172, 0.264], [0.645, 0.200, -0.059], [1.626, -0.421, -0.845], [1.508, -1.837, -0.520], [0.520, -0.242, -0.389], [0.004, 0.066, -0.315], [-0.125, -0.015, 0.150], [-0.143, -0.973, -0.486], [-0.107, 0.175, 0.374], [0.342, 0.408, 0.410], [0.011, -0.403, 0.053], [1.765, -3.398, -1.613]],
  "mulliken_charge": [-1.199, -0.174, 0.388, -0.482, -0.551, 0.388, -0.280, -0.985, 0.325, 0.316, 0.391, 0.322, 0.305, 0.574, -0.185, 0.391, 0.573, 0.487, 0.351, -0.931, -0.594, 0.201, -0.151, -0.230, 0.256, -0.196, -0.909, 0.253, 0.258, 0.438, 0.497, 0.332, -0.222, 0.492, 0.484, 0.397, 0.368, 0.338, -0.679, -1.261, 0.750, -0.383, -1.006, 0.117, -0.737, -0.922, 0.527, 0.459, -0.894, 0.680, 0.394, 0.657, 0.514, 0.866, 0.343, 0.330, 0.396, -0.458, -1.695, 0.557, -0.147, -0.703, 0.090, -0.211, -0.844, 0.742, 0.093, -0.014, 0.411, 0.685, 0.423, 0.465, 0.416, 0.313, 0.376, 0.330, -0.018]
}